Below is a 3-piece molecular cluster, C3H5NO2 overall, with properties calculated with ωB97M-V/def2-TZVPD.

Atoms and positions in Å:
C -1.6314 -0.1311 0.4317
C 0.6725 -0.0601 0.0426
N -1.3077 0.7207 -0.4531
C 1.3401 -1.1607 -0.2690
O 1.2017 1.1497 0.3820
O -2.0992 -1.0986 0.8569
H 2.1699 1.1535 0.2929
H -0.9026 1.6020 -0.1624
H -2.6889 1.0965 -0.3440
H 2.4289 -1.2109 -0.2219
H 0.8168 -2.0611 -0.5557

Cartesian forces (eV/Å) of the 2 atoms listed first:
3.201 -1.956 0.444
-0.158 -0.749 0.836

- Spin multiplicity: 1
- Strongest force on any atom: 4.96 eV/Å
- LUMO energy (spin up / spin down): 0.2 / 0.2 eV
- Net charge: 0
- Energy above the lowest of the compared OMol25 structures with the same formula, charge and spin: 680.9 kJ/mol
- HOMO-LUMO gap (spin up / spin down): 7.9302 / 7.9258 eV